1.
Formula: C72H60N12O24
Source: OMol25
Level of theory: the ωB97M-V functional and the def2-TZVPD basis

Output
Frontier orbital gap ... 8.34 eV
SMILES ... O=[N+]([O-])c1ccccc1.O=[N+]([O-])c1ccccc1.O=[N+]([O-])c1ccccc1.O=[N+]([O-])c1ccccc1.O=[N+]([O-])c1ccccc1.O=[N+]([O-])c1ccccc1.O=[N+]([O-])c1ccccc1.O=[N+]([O-])c1ccccc1.O=[N+]([O-])c1ccccc1.O=[N+]([O-])c1ccccc1.O=[N+]([O-])c1ccccc1.O=[N+]([O-])c1ccccc1
E_tot ... -142623.2063 eV

Structure (ORCA input):
```
! wB97M-V def2-TZVPD RIJCOSX def2/J DEFGRID3
* xyz 0 1
O 4.16206 3.66607 1.74429
N 4.32605 3.09082 2.81464
O 4.92986 3.54308 3.74411
C 3.68250 1.81411 2.91268
C 3.04036 1.24157 1.77835
C 2.38710 0.07810 1.94742
C 2.25241 -0.52123 3.19751
C 2.87010 0.06461 4.34961
C 3.52538 1.25060 4.19530
H 3.10580 1.71818 0.83470
H 2.02173 -0.49604 1.12253
H 1.61672 -1.45679 3.35734
H 2.75320 -0.32023 5.35657
H 4.11087 1.70822 4.94812
O -0.64953 -1.16372 7.78241
N -0.73525 -1.09372 6.56511
O 0.16705 -0.93807 5.80637
C -2.04668 -1.36655 6.00346
C -3.01957 -2.04075 6.75158
C -4.23892 -2.30557 6.19113
C -4.49498 -1.82880 4.84923
C -3.52957 -1.21100 4.17497
C -2.26471 -0.98228 4.70468
H -2.77149 -2.40752 7.74958
H -4.97435 -2.91533 6.70151
H -5.34653 -2.17138 4.44398
H -3.62123 -0.98371 3.09476
H -1.50681 -0.50632 4.18634
O 6.11984 -0.99244 4.49551
N 6.41967 0.00192 3.89029
O 6.67223 1.11564 4.35655
C 6.41571 -0.06803 2.35405
C 5.92225 -1.26421 1.86022
C 5.68066 -1.28491 0.47431
C 5.87904 -0.10015 -0.23869
C 6.40921 1.03325 0.29516
C 6.69278 1.07085 1.66173
H 5.62072 -2.07272 2.48646
H 5.24272 -2.14137 -0.09612
H 5.67241 -0.10513 -1.26334
H 6.65426 1.88512 -0.34189
H 7.12322 1.95241 2.15124
O 0.81405 3.78133 -7.16479
N 1.41958 3.90871 -6.11433
O 1.49774 4.93893 -5.49326
C 2.14121 2.73148 -5.49539
C 3.00341 2.94800 -4.45932
C 3.56922 1.83483 -3.84120
C 3.35851 0.53512 -4.29931
C 2.47367 0.35720 -5.32474
C 1.85096 1.44599 -5.92606
H 3.18740 3.92956 -4.01020
H 4.33009 1.97447 -3.11797
H 3.83480 -0.30379 -3.82633
H 2.15630 -0.66489 -5.60878
H 1.00968 1.33431 -6.63658
O -0.22326 -3.50489 -4.55567
N -0.11219 -2.75062 -5.53494
O 0.68715 -2.86979 -6.45890
C -0.84529 -1.49190 -5.54670
C -1.37348 -1.01875 -4.32175
C -2.08797 0.16320 -4.29434
C -2.18680 0.93953 -5.44040
C -1.74316 0.34777 -6.62406
C -1.12899 -0.88123 -6.73738
H -1.23808 -1.61920 -3.37999
H -2.46565 0.50245 -3.32486
H -2.73220 1.87615 -5.55859
H -1.74748 0.92025 -7.54563
H -0.84603 -1.41030 -7.67325
O -1.68863 0.97167 2.28631
N -2.04187 1.79285 3.07260
O -3.17625 1.88500 3.51399
C -1.13173 2.84707 3.49302
C 0.23514 2.75137 3.02639
C 1.08047 3.72810 3.41613
C 0.68344 4.70907 4.30687
C -0.62943 4.81231 4.74435
C -1.56354 3.78518 4.44548
H 0.52943 1.90268 2.43034
H 2.12600 3.73594 3.07883
H 1.35785 5.52209 4.57242
H -0.91872 5.61966 5.41113
H -2.62001 3.87889 4.72677
O -4.23514 -3.94387 1.40826
N -4.71281 -3.12652 0.61267
O -5.47871 -2.22306 0.92254
C -4.31923 -3.21299 -0.82271
C -3.47736 -4.18274 -1.22919
C -3.09546 -4.18463 -2.53995
C -3.56773 -3.25558 -3.42428
C -4.53925 -2.32964 -2.97415
C -4.92488 -2.27323 -1.67965
H -3.14639 -4.90214 -0.46440
H -2.34598 -4.94298 -2.89219
H -3.25078 -3.20879 -4.48062
H -5.03142 -1.55657 -3.63634
H -5.73073 -1.57638 -1.41037
O -3.32821 8.10333 2.66969
N -3.20677 6.94663 2.24148
O -3.99624 6.03594 2.33649
C -1.91210 6.70223 1.61879
C -1.62436 5.37768 1.19183
C -0.35923 5.12353 0.56492
C 0.54446 6.18382 0.40727
C 0.18146 7.43292 0.81905
C -0.99424 7.72682 1.45350
H -2.26417 4.53079 1.44246
H -0.11607 4.10490 0.30775
H 1.53835 5.94545 -0.04598
H 0.94958 8.21431 0.64356
H -1.11271 8.69195 1.93326
O 3.91530 -4.00167 2.06236
N 2.77539 -3.83825 1.60534
O 2.51277 -3.67165 0.41588
C 1.67924 -3.90145 2.60498
C 0.41050 -3.85916 2.02615
C -0.71915 -4.00456 2.87804
C -0.48179 -4.10548 4.25658
C 0.84022 -4.18537 4.72204
C 1.91466 -4.02871 3.97682
H 0.37311 -3.80850 0.95187
H -1.71657 -3.94922 2.41783
H -1.29194 -4.16779 4.98705
H 0.86158 -4.33291 5.77805
H 2.91145 -4.11260 4.36922
O 4.67405 -4.59679 -1.95546
N 3.97572 -4.44991 -2.92404
O 3.98463 -3.47654 -3.71069
C 3.14451 -5.62637 -3.28096
C 2.44011 -5.51106 -4.49052
C 1.80772 -6.67016 -4.86268
C 1.82953 -7.89034 -4.11738
C 2.62390 -7.92963 -2.99027
C 3.28563 -6.78440 -2.52191
H 2.31133 -4.62007 -5.15420
H 1.21726 -6.70130 -5.84119
H 1.34972 -8.86318 -4.39617
H 2.64320 -8.91616 -2.51354
H 3.91520 -6.89548 -1.61668
O -5.95781 4.72312 -4.20543
N -6.71651 4.14443 -3.45744
O -7.82286 3.75587 -3.79221
C -6.23034 3.93452 -2.10952
C -4.94107 4.19207 -1.76999
C -4.55850 3.82000 -0.46364
C -5.46725 3.25985 0.39789
C -6.77772 3.01743 -0.02365
C -7.22908 3.29235 -1.29322
H -4.28130 4.69698 -2.48453
H -3.58875 3.96165 -0.09887
H -5.16060 2.94855 1.40344
H -7.48729 2.64587 0.61068
H -8.23281 3.14203 -1.70041
O -1.11245 1.94368 -0.73230
N -0.03460 1.43036 -0.53199
O 0.93856 2.03507 -0.10877
C 0.13767 0.03480 -0.82130
C -0.82167 -0.93784 -0.67953
C -0.60861 -2.26331 -1.03529
C 0.56470 -2.63516 -1.64231
C 1.43636 -1.60224 -1.92313
C 1.24357 -0.30979 -1.53871
H -1.79488 -0.72992 -0.30861
H -1.24630 -2.96961 -0.62123
H 0.66838 -3.66732 -1.98313
H 2.29741 -1.94054 -2.51040
H 2.03092 0.38222 -1.83025
*
```

These are the Löwdin partial charges, in e, on atoms 1 to 99: O 0.051; N -0.386; O 0.105; C -0.166; C -0.021; C -0.091; C -0.019; C -0.039; C -0.013; H 0.099; H 0.095; H 0.112; H 0.109; H 0.109; O 0.081; N -0.357; O 0.085; C -0.159; C -0.020; C -0.030; C -0.042; C -0.078; C -0.005; H 0.122; H 0.107; H 0.071; H 0.118; H 0.080; O 0.083; N -0.328; O 0.051; C -0.139; C 0.008; C -0.029; C -0.096; C -0.068; C -0.021; H 0.096; H 0.116; H 0.081; H 0.118; H 0.133; O 0.072; N -0.346; O 0.082; C -0.135; C -0.005; C -0.063; C -0.083; C -0.064; C 0.002; H 0.130; H 0.093; H 0.101; H 0.112; H 0.117; O 0.050; N -0.308; O 0.068; C -0.174; C -0.010; C -0.063; C -0.040; C -0.083; C -0.015; H 0.107; H 0.115; H 0.120; H 0.114; H 0.143; O 0.070; N -0.365; O 0.066; C -0.127; C 0.015; C -0.069; C -0.052; C -0.052; C 0.022; H 0.089; H 0.099; H 0.118; H 0.110; H 0.126; O 0.043; N -0.319; O 0.070; C -0.151; C -0.047; C -0.089; C -0.069; C -0.074; C -0.010; H 0.138; H 0.135; H 0.117; H 0.135; H 0.132; O 0.060

=====

2.
Formula: FO5P
Source: OMol25
Level of theory: the ωB97M-V functional and the def2-TZVPD basis

Output
Frontier orbital gap (spin up / spin down) ... 7.74 / 7.73 eV
E_tot ... -22238.9172 eV

Structure (ORCA input):
```
! wB97M-V def2-TZVPD RIJCOSX def2/J DEFGRID3
* xyz -2 1
O 0.52500 0.67425 1.77534
O -1.49923 -0.82883 1.24898
O 0.89449 -1.65534 0.64330
O -0.35631 0.34843 -1.83835
O 0.26223 0.73166 -0.07921
F 0.21751 1.24592 -2.71704
P -0.04370 -0.51610 0.96697
*
```

Per-atom Löwdin charges, elementary charge units: O -0.348; O -0.452; O -0.449; O -0.248; O -0.226; F -0.277; P 0.000

=====

3.
Formula: C27H51BBrClFN3O10P3S
Source: OMol25
Level of theory: the ωB97M-V functional and the def2-TZVPD basis

Output
Frontier orbital gap ... 8.98 eV
E_tot ... -178426.4937 eV

Structure (ORCA input):
```
! wB97M-V def2-TZVPD RIJCOSX def2/J DEFGRID3
* xyz 1 1
C 0.08079 -4.01942 -4.33519
C 0.29151 -4.39088 -2.88319
O 0.30833 -3.19423 -2.09378
B -0.45323 -3.08232 -0.97037
O -0.43573 -4.08695 -0.04844
C -1.31789 -1.74582 -0.62326
C -1.20964 -0.80329 -1.84659
C 0.07403 -0.36068 -2.58705
C 1.47414 -0.42239 -2.00747
C 2.47182 -0.35117 -3.16116
N 3.83889 -0.14699 -2.68546
C 4.75626 -1.01714 -3.33382
C 5.17990 -2.26412 -2.58082
O 5.17144 -0.78606 -4.44951
C -2.81813 -2.22771 -0.47851
P -3.12997 -3.67656 -1.72120
S -2.97818 -5.55486 -1.29420
C -3.93486 -1.27500 -1.05752
C -4.09884 0.19941 -0.75206
F -5.14591 -1.87669 -0.75160
C -3.00352 -2.54164 1.05177
C -3.22712 -4.00925 1.50113
C -4.55756 -4.62406 1.19048
O -5.49881 -4.15165 0.62720
Br -4.66894 -6.45264 1.89536
P -4.30924 -1.60477 2.02893
O -3.97345 -0.19725 2.35528
C -1.65922 -2.05058 1.72122
Cl -0.72336 -3.20422 2.71799
N -0.85487 -1.22791 0.73250
C -1.38243 0.20635 1.02919
C -0.74657 1.36760 0.25128
C -0.00531 2.37351 1.14797
C 1.17945 2.99335 0.41808
N 2.17208 3.52949 1.39059
C 3.47366 3.51494 0.77770
C 4.26623 2.21614 0.83608
O 3.92242 4.49341 0.18670
P 0.95271 -0.97648 1.07303
C 1.84565 -2.56336 1.02493
O 0.88099 -0.74821 2.68191
H 0.19956 -4.87618 -4.98257
H -0.88518 -3.55000 -4.49031
H 0.81678 -3.26738 -4.60132
H -0.45457 -5.12042 -2.57826
H 1.26371 -4.86937 -2.81981
H 0.38683 -4.57469 -0.10099
H -1.84237 -1.24335 -2.60436
H -1.73004 0.10360 -1.57325
H 0.12868 -0.92483 -3.51214
H -0.07535 0.65914 -2.92784
H 1.71261 -1.33416 -1.47455
H 1.72109 0.41163 -1.35751
H 2.16056 0.41428 -3.86504
H 2.38142 -1.29674 -3.70013
H 3.90022 -0.26684 -1.68487
H 4.42644 -2.53485 -1.84768
H 6.09594 -2.01697 -2.05318
H 5.36768 -3.06635 -3.27540
H -4.42245 -3.47159 -2.21034
H -2.36900 -3.29647 -2.84791
H -3.88308 -1.33595 -2.14434
H -4.00993 0.51581 0.27859
H -5.11438 0.45177 -1.03879
H -3.49342 0.85545 -1.36230
H -3.18193 -4.07272 2.58403
H -2.45450 -4.68589 1.16861
H -4.40622 -2.35555 3.21497
H -5.56045 -1.73541 1.42878
H -1.99733 -1.44083 2.54394
H -2.42971 0.16417 0.79618
H -1.30541 0.41100 2.08543
H -1.58654 1.92300 -0.15947
H -0.15141 1.08640 -0.60477
H -0.67960 3.18609 1.36417
H 0.26976 1.94927 2.11026
H 0.81387 3.83051 -0.16366
H 1.64011 2.27916 -0.26921
H 2.20776 2.85610 2.14673
H 5.28498 2.43746 1.12209
H 3.86740 1.48678 1.53343
H 4.28554 1.80344 -0.16552
H 2.05195 -2.90687 0.01690
H 2.80704 -2.30791 1.46386
H 1.43544 -3.38074 1.60171
H 1.59199 -0.14834 2.91917
C 2.04599 8.77071 2.98195
C 0.80373 8.01823 3.38555
C 0.98123 7.06535 4.54595
O -0.00479 6.05800 4.26428
C -0.20462 6.04833 2.92879
O -0.81198 5.20991 2.34468
O 0.38037 7.11197 2.34640
H 2.43639 9.34348 3.82271
H 2.81395 8.08113 2.63063
H 1.82981 9.45858 2.16594
H -0.01876 8.71271 3.57440
H 0.79022 7.52297 5.51276
H 1.96647 6.59407 4.55452
*
```

Per-atom Löwdin charges, elementary charge units: C -0.044; C -0.214; O 0.054; B -0.786; O 0.109; C -0.207; C -0.101; C -0.151; C -0.233; C -0.193; N 0.037; C -0.502; C 0.009; O 0.103; C -0.303; P 0.563; S 0.354; C -0.387; C -0.014; F -0.064; C -0.378; C -0.326; C -0.872; O 0.020; Br 0.736; P 0.843; O -0.401; C -0.549; Cl 0.826; N -0.184; C -0.130; C -0.172; C -0.169; C -0.181; N 0.038; C -0.473; C 0.001; O 0.092; P 1.027; C -0.231; O -0.266; H 0.091; H 0.068; H 0.075; H 0.082; H 0.128; H 0.128; H 0.107; H 0.077; H 0.108; H 0.129; H 0.063; H 0.068; H 0.129; H 0.120; H 0.093; H 0.060; H 0.090; H 0.085; H 0.024; H 0.008; H 0.121; H 0.056; H 0.109; H 0.086; H 0.078; H 0.055; H 0.063; H 0.049; H 0.067; H 0.062; H 0.123; H 0.125; H 0.064; H 0.091; H 0.102; H 0.132; H 0.094; H 0.090; H 0.087; H 0.059; H 0.072; H 0.037; H 0.064; H 0.004; H 0.069; C -0.018; C -0.322; C -0.087; O 0.067; C -0.565; O 0.143; O 0.093; H 0.093; H 0.094; H 0.089; H 0.159; H 0.140; H 0.139